# 1
Computed, not measured: a structure of composition C45H50F3N6O5RbS, with ωB97M-V/def2-TZVPD.

## Properties
**Energy relative to the best compared isomer or geometry (same formula, charge and spin)**: 12.1 kcal per mole
**Net charge**: -2
**LUMO**: 3.795 eV
**E**: -3171.53640 Ha
**Maximum force**: 0.2 eV Å⁻¹
**Kohn-Sham gap**: 6.15 eV
**HOMO energy**: -2.4 eV

Cartesian coordinates (Å):
Rb1 0.827 0.445 0.014
C1 -1.654 -1.845 3.395
C2 -2.335 -0.754 2.573
N1 -1.469 0.380 2.312
C3 -1.052 1.153 3.470
C4 0.472 1.326 3.550
N2 1.185 0.084 3.323
C5 1.076 -0.943 4.346
C6 0.731 -2.306 3.730
N3 -0.394 -2.277 2.809
H1 -1.514 -1.488 4.423
H2 -2.353 -2.690 3.468
H3 -2.619 -1.160 1.600
H4 -3.271 -0.477 3.092
H5 -1.875 0.943 1.576
H6 -1.496 2.154 3.464
H7 -1.413 0.663 4.381
H8 0.780 2.033 2.779
H9 0.708 1.793 4.523
H10 2.143 0.242 3.046
H11 1.997 -1.042 4.938
H12 0.298 -0.643 5.055
H13 1.596 -2.666 3.171
H14 0.537 -3.033 4.529
H15 -0.136 -1.619 2.079
O1 0.682 1.397 -2.452
C7 0.104 1.324 -3.650
C8 -1.000 0.193 -3.646
C9 -0.418 -1.186 -3.515
C10 -0.082 -1.893 -4.668
C11 0.489 -3.146 -4.552
C12 0.707 -3.662 -3.290
C13 0.345 -2.907 -2.173
C14 0.570 -3.482 -0.798
C15 1.996 -3.197 -0.180
O2 2.148 -1.907 0.165
C16 2.206 -4.091 1.070
C17 1.255 -4.926 1.641
C18 1.524 -5.627 2.816
C19 2.756 -5.511 3.436
C20 3.720 -4.675 2.875
C21 3.441 -3.976 1.715
C22 3.036 -3.664 -1.231
C23 3.688 -2.702 -1.989
C24 4.574 -3.070 -2.993
C25 4.831 -4.411 -3.247
C26 4.197 -5.382 -2.480
C27 3.310 -5.007 -1.481
N4 -0.223 -1.700 -2.291
C28 1.132 0.976 -4.769
C29 2.365 0.476 -4.362
C30 3.313 0.067 -5.288
C31 3.050 0.155 -6.649
C32 1.829 0.666 -7.069
C33 0.883 1.072 -6.136
C34 -0.561 2.674 -4.054
C35 -0.077 3.810 -3.406
C36 -0.530 5.079 -3.736
C37 -1.493 5.243 -4.727
C38 -2.014 4.120 -5.352
C39 -1.560 2.851 -5.011
H16 -1.623 0.216 -4.546
H17 -1.620 0.418 -2.780
H18 -0.252 -1.447 -5.640
H19 0.768 -3.709 -5.435
H20 1.164 -4.634 -3.157
H21 0.401 -4.562 -0.865
H22 -0.154 -3.057 -0.100
H23 0.271 -5.010 1.201
H24 0.755 -6.255 3.251
H25 2.964 -6.054 4.351
H26 4.687 -4.565 3.353
H27 4.173 -3.300 1.288
H28 3.463 -1.666 -1.765
H29 5.062 -2.306 -3.588
H30 5.520 -4.698 -4.033
H31 4.397 -6.433 -2.661
H32 2.821 -5.770 -0.882
H33 2.532 0.423 -3.293
H34 4.261 -0.333 -4.945
H35 3.790 -0.166 -7.374
H36 1.611 0.753 -8.128
H37 -0.059 1.472 -6.491
H38 0.652 3.660 -2.621
H39 -0.136 5.934 -3.197
H40 -1.857 6.231 -4.988
H41 -2.793 4.232 -6.100
H42 -1.995 1.990 -5.507
C40 -3.721 3.808 -2.335
C41 -3.601 2.425 -1.794
C42 -4.226 1.241 -2.139
C43 -3.688 0.275 -1.264
N5 -2.816 0.829 -0.435
N6 -2.777 2.128 -0.780
C44 -3.926 -1.199 -1.251
H43 -4.261 3.791 -3.280
H44 -2.737 4.240 -2.517
H45 -4.256 4.459 -1.639
H46 -4.941 1.092 -2.933
H47 -2.122 2.755 -0.312
H48 -4.953 -1.435 -1.538
H49 -3.735 -1.613 -0.262
H50 -3.248 -1.697 -1.949
F1 1.546 5.885 2.428
C45 0.349 5.295 2.268
F2 -0.580 6.268 2.279
F3 0.133 4.532 3.354
S1 0.292 4.313 0.706
O3 1.364 3.360 0.892
O4 0.484 5.315 -0.309
O5 -1.044 3.736 0.781

Atomic partial charges in e from the Löwdin method, atoms 1 to 6: 0.82, -0.23, -0.22, -0.08, -0.20, -0.23

---

# 2
Computed, not measured: a structure of composition C45H50N3SSb2Ti, with ωB97M-V/def2-TZVPD.

## Properties
**Energy relative to the best compared isomer or geometry (same formula, charge and spin)**: 0.0 kcal per mole
**Net charge**: +1
**LUMO**: -2.550 eV
**E**: -3637.03876 Ha
**Maximum force**: 0.3 eV Å⁻¹
**Kohn-Sham gap**: 7.91 eV
**HOMO energy**: -10.5 eV

Cartesian coordinates (Å):
Ti1 -1.871 0.617 0.091
N1 -2.761 -1.357 0.130
C1 -2.666 -1.917 1.453
C2 -2.006 -3.125 1.630
C3 -1.837 -3.649 2.899
C4 -2.346 -2.962 3.992
C5 -3.016 -1.764 3.805
C6 -3.189 -1.206 2.537
C7 -3.879 0.105 2.365
C8 -4.932 0.428 3.227
C9 -5.567 1.654 3.139
C10 -5.163 2.575 2.180
C11 -4.139 2.250 1.306
C12 -3.474 1.020 1.374
H1 -2.389 -1.975 -0.591
H2 -3.721 -1.119 -0.114
H3 -1.645 -3.661 0.759
H4 -1.316 -4.587 3.032
H5 -2.219 -3.355 4.991
H6 -3.390 -1.229 4.669
H7 -5.273 -0.293 3.959
H8 -6.385 1.884 3.809
H9 -5.665 3.531 2.100
H10 -3.857 2.962 0.538
C13 2.072 -2.290 -0.392
C14 1.367 -3.645 -0.454
C15 0.857 -4.006 -1.846
Sb1 -0.594 -2.658 -2.720
C16 0.793 -1.364 -3.713
C17 0.627 0.020 -3.648
C18 1.459 0.865 -4.376
C19 2.480 0.339 -5.151
C20 2.671 -1.038 -5.200
C21 1.827 -1.881 -4.493
C22 -1.006 -3.919 -4.389
C23 -0.918 -3.446 -5.694
C24 -1.234 -4.275 -6.763
C25 -1.642 -5.580 -6.537
C26 -1.742 -6.057 -5.237
C27 -1.430 -5.228 -4.169
Sb2 0.937 -0.594 0.267
C28 1.289 -0.727 2.357
C29 0.233 -0.522 3.239
C30 0.445 -0.538 4.612
C31 1.720 -0.760 5.111
C32 2.780 -0.968 4.238
C33 2.566 -0.948 2.867
C34 2.452 0.840 -0.144
C35 3.095 0.867 -1.378
C36 4.079 1.812 -1.634
C37 4.443 2.724 -0.654
C38 3.820 2.689 0.587
C39 2.823 1.757 0.838
H11 2.490 -2.021 -1.364
H12 2.905 -2.313 0.312
H13 0.555 -3.691 0.278
H14 2.081 -4.413 -0.141
H15 0.383 -4.990 -1.831
H16 1.692 -4.074 -2.548
H17 -0.144 0.462 -3.023
H18 1.313 1.937 -4.328
H19 3.125 0.996 -5.721
H20 3.468 -1.452 -5.804
H21 1.962 -2.954 -4.575
H22 -0.595 -2.430 -5.889
H23 -1.160 -3.899 -7.776
H24 -1.885 -6.226 -7.370
H25 -2.065 -7.074 -5.055
H26 -1.523 -5.616 -3.160
H27 -0.776 -0.364 2.871
H28 -0.385 -0.383 5.290
H29 1.888 -0.772 6.180
H30 3.776 -1.143 4.623
H31 3.409 -1.092 2.201
H32 2.834 0.159 -2.155
H33 4.571 1.828 -2.599
H34 5.223 3.449 -0.850
H35 4.126 3.378 1.365
H36 2.350 1.730 1.813
S1 -2.422 1.212 -1.799
C40 0.570 3.446 3.641
C41 -0.395 4.261 2.788
N2 -0.027 4.313 1.368
C42 0.466 5.606 0.880
C43 1.862 5.939 1.378
C44 -0.204 3.255 0.575
C45 0.248 3.326 -0.852
N3 -0.764 2.144 1.009
H37 0.238 3.452 4.679
H38 1.573 3.869 3.601
H39 0.631 2.405 3.321
H40 -0.419 5.293 3.135
H41 -1.420 3.889 2.880
H42 -0.249 6.362 1.211
H43 0.440 5.610 -0.204
H44 1.899 5.980 2.467
H45 2.168 6.915 1.001
H46 2.579 5.195 1.031
H47 1.271 3.699 -0.908
H48 0.205 2.338 -1.298
H49 -0.407 3.978 -1.433
H50 -1.033 2.186 1.986

Atomic partial charges in e from the Löwdin method, atoms 1 to 6: 0.29, -0.01, -0.26, -0.03, -0.06, -0.07

---

# 3
Computed, not measured: a cluster of 7 separate species, C45H50N8O4 in total, with ωB97M-V/def2-TZVPD.

## Properties
**Energy relative to the best compared isomer or geometry (same formula, charge and spin)**: 0.0 kcal per mole
**Net charge**: 0
**LUMO**: 0.576 eV
**E**: -2483.70811 Ha
**Maximum force**: 1.0 eV Å⁻¹
**SMILES string**: CC[C@H](C)[C@](C#N)(CC=O)[C@@](C)(C#N)CC(=O)OC(C)=O.c1ccncc1.c1ccncc1.c1ccncc1.c1ccncc1.c1ccncc1.c1ccncc1
**Kohn-Sham gap**: 9.96 eV
**HOMO energy**: -9.4 eV

Cartesian coordinates (Å):
C1 1.290 -2.446 -1.018
C2 -0.228 -2.462 -0.859
C3 -0.930 -1.161 -0.425
C4 -0.844 -0.143 -1.565
C5 -0.578 -0.629 1.017
C6 -0.076 -1.769 1.790
N1 0.340 -2.692 2.331
C7 -1.942 -0.210 1.677
C8 -2.615 -1.347 2.411
O1 -3.408 -2.094 1.897
C9 0.398 0.587 1.184
C10 1.707 0.533 0.390
C11 -0.294 1.823 0.792
N2 -0.852 2.758 0.426
C12 0.773 0.834 2.706
C13 2.154 0.402 3.155
O2 3.101 1.114 3.062
O3 2.341 -0.873 3.713
C14 1.671 -1.051 4.882
C15 1.571 -2.461 5.353
O4 1.214 -0.110 5.483
H1 1.676 -1.534 -1.461
H2 1.539 -3.247 -1.716
H3 1.819 -2.702 -0.102
H4 -0.640 -2.655 -1.852
H5 -0.552 -3.302 -0.248
H6 -1.982 -1.443 -0.370
H7 -1.260 0.830 -1.324
H8 -1.459 -0.538 -2.376
H9 0.150 -0.051 -1.989
H10 -2.632 0.134 0.911
H11 -1.807 0.600 2.394
H12 -2.375 -1.462 3.483
H13 2.325 1.374 0.694
H14 1.551 0.644 -0.677
H15 2.259 -0.387 0.565
H16 0.782 1.907 2.869
H17 0.023 0.425 3.380
H18 2.567 -2.872 5.509
H19 1.057 -2.446 6.308
H20 1.017 -3.077 4.653
C16 1.181 4.251 7.768
C17 1.185 3.048 7.081
C18 2.100 2.075 7.454
N3 2.982 2.235 8.442
C19 2.966 3.397 9.092
C20 2.091 4.431 8.798
H21 0.482 5.035 7.506
H22 0.495 2.862 6.269
H23 2.128 1.125 6.939
H24 3.695 3.500 9.889
H25 2.124 5.354 9.362
C21 1.025 0.182 -6.417
C22 -0.059 -0.677 -6.525
C23 -0.170 -1.708 -5.605
N4 0.700 -1.927 -4.625
C24 1.724 -1.083 -4.524
C25 1.935 -0.020 -5.388
H26 1.142 1.000 -7.117
H27 -0.804 -0.546 -7.298
H28 -1.002 -2.405 -5.636
H29 2.410 -1.275 -3.705
H30 2.788 0.632 -5.252
C26 6.534 -2.682 -1.391
C27 6.228 -1.436 -0.867
C28 5.410 -0.595 -1.606
N5 4.901 -0.914 -2.795
C29 5.206 -2.115 -3.284
C30 6.012 -3.031 -2.626
H31 7.168 -3.369 -0.846
H32 6.612 -1.121 0.093
H33 5.146 0.388 -1.229
H34 4.776 -2.351 -4.252
H35 6.222 -3.994 -3.072
C31 -1.658 4.830 -9.611
C32 -0.273 4.801 -9.629
C33 0.367 3.658 -9.176
N6 -0.274 2.583 -8.722
C34 -1.605 2.627 -8.710
C35 -2.341 3.720 -9.143
H36 -2.196 5.703 -9.957
H37 0.301 5.645 -9.985
H38 1.450 3.596 -9.176
H39 -2.103 1.741 -8.333
H40 -3.422 3.698 -9.111
C36 -4.335 -3.468 -1.104
C37 -3.529 -4.233 -1.933
C38 -3.243 -3.751 -3.203
N7 -3.704 -2.594 -3.673
C39 -4.479 -1.872 -2.867
C40 -4.822 -2.261 -1.580
H41 -4.575 -3.804 -0.104
H42 -3.125 -5.180 -1.603
H43 -2.607 -4.314 -3.877
H44 -4.835 -0.931 -3.273
H45 -5.451 -1.631 -0.967
C41 -5.277 1.043 6.500
C42 -5.187 0.560 5.204
C43 -4.070 0.901 4.459
N8 -3.075 1.661 4.911
C44 -3.177 2.116 6.158
C45 -4.252 1.837 6.988
H46 -6.132 0.803 7.119
H47 -5.960 -0.065 4.780
H48 -3.956 0.553 3.439
H49 -2.356 2.734 6.503
H50 -4.282 2.233 7.994

Atomic partial charges in e from the Löwdin method, atoms 1 to 6: -0.09, -0.21, -0.27, -0.03, -0.27, -0.17

---

# 4
Computed, not measured: a structure of composition C45H51BiF6N6O8PS5, with ωB97M-V/def2-TZVPD.

## Properties
**Energy relative to the best compared isomer or geometry (same formula, charge and spin)**: 16.8 kcal per mole
**Net charge**: -1
**LUMO**: 1.411 eV
**E**: -5822.08502 Ha
**Maximum force**: 1.4 eV Å⁻¹
**Kohn-Sham gap**: 6.26 eV
**HOMO energy**: -4.8 eV

Cartesian coordinates (Å):
Bi1 -0.083 0.238 -0.302
F1 2.799 -1.216 4.908
C1 2.426 0.061 4.758
F2 3.305 0.648 3.938
F3 2.526 0.652 5.954
S1 0.689 0.163 4.071
O1 0.788 -0.505 2.800
O2 -0.104 -0.449 5.094
N1 0.536 1.734 3.969
S2 -0.089 2.169 2.576
O3 -1.304 1.461 2.306
O4 0.879 2.323 1.529
C2 -0.540 3.936 3.034
F4 -1.768 4.013 3.556
F5 -0.462 4.781 2.015
F6 0.319 4.375 3.968
C3 -6.483 4.048 4.668
C4 -5.738 3.544 3.462
C5 -5.759 4.250 2.263
C6 -5.000 3.818 1.187
C7 -4.238 2.669 1.304
C8 -4.221 1.938 2.480
C9 -4.978 2.381 3.551
S3 -3.096 2.346 -0.038
O5 -1.951 3.158 0.248
O6 -3.810 2.689 -1.273
N2 -2.701 0.779 -0.130
C10 -3.703 -0.126 0.165
C11 -5.065 0.185 0.089
C12 -6.063 -0.759 0.356
C13 -5.758 -2.045 0.699
C14 -4.405 -2.427 0.792
C15 -4.010 -3.729 1.175
C16 -2.685 -4.035 1.274
C17 -1.740 -3.051 0.932
N3 -2.074 -1.849 0.534
C18 -3.374 -1.489 0.510
H1 -7.337 4.661 4.380
H2 -5.813 4.656 5.279
H3 -6.834 3.218 5.281
H4 -6.363 5.145 2.176
H5 -4.976 4.366 0.254
H6 -3.599 1.061 2.559
H7 -4.959 1.828 4.482
H8 -5.352 1.187 -0.189
H9 -7.099 -0.452 0.274
H10 -6.537 -2.766 0.912
H11 -4.768 -4.472 1.394
H12 -2.349 -5.011 1.597
H13 -0.680 -3.262 0.913
C19 3.285 -0.077 0.315
N4 2.256 0.691 -0.379
C20 2.500 1.875 -0.813
C21 1.485 2.621 -1.453
C22 1.529 3.815 -2.173
C23 0.237 4.042 -2.642
C24 -0.548 2.988 -2.183
N5 0.198 2.129 -1.473
C25 4.510 -0.341 -0.536
C26 4.412 -1.066 -1.720
C27 5.542 -1.346 -2.471
C28 6.787 -0.908 -2.047
C29 6.896 -0.185 -0.871
C30 5.763 0.101 -0.122
H14 2.833 -1.029 0.593
H15 3.578 0.448 1.229
H16 3.498 2.308 -0.736
H17 2.400 4.429 -2.338
H18 -0.101 4.869 -3.245
H19 -1.605 2.852 -2.304
H20 3.452 -1.450 -2.031
H21 5.447 -1.945 -3.366
H22 7.672 -1.143 -2.625
H23 7.868 0.146 -0.525
H24 5.852 0.654 0.805
C31 1.436 -4.235 2.493
C32 2.800 -4.827 2.175
C33 2.808 -6.341 2.349
O7 3.279 -4.484 0.875
P1 2.568 -4.396 -0.560
S4 4.002 -4.706 -1.859
S5 1.388 -2.789 -0.786
O8 1.552 -5.692 -0.449
C34 0.403 -5.813 -1.293
C35 -0.268 -7.124 -0.912
C36 0.765 -5.775 -2.772
H25 1.188 -4.431 3.537
H26 0.676 -4.692 1.858
H27 1.431 -3.156 2.334
H28 3.545 -4.386 2.845
H29 2.098 -6.795 1.658
H30 2.534 -6.596 3.374
H31 3.799 -6.740 2.133
H32 -0.276 -4.977 -1.080
H33 0.388 -7.959 -1.161
H34 -1.210 -7.229 -1.451
H35 -0.467 -7.149 0.160
H36 1.507 -6.542 -2.992
H37 1.197 -4.806 -3.012
H38 -0.127 -5.925 -3.385
C37 -4.670 -1.036 -3.511
N6 -3.250 -0.742 -3.782
C38 -3.019 0.717 -3.898
C39 -2.346 -1.368 -2.752
C40 -0.929 -1.260 -3.222
C41 -0.631 -1.827 -4.465
C42 0.606 -1.643 -5.048
C43 1.539 -0.855 -4.396
C44 1.256 -0.333 -3.147
C45 0.036 -0.547 -2.499
H39 -5.292 -0.587 -4.284
H40 -4.937 -0.622 -2.540
H41 -4.834 -2.112 -3.492
H42 -2.973 -1.167 -4.669
H43 -3.388 1.232 -3.009
H44 -3.534 1.098 -4.779
H45 -1.950 0.902 -3.990
H46 -2.659 -2.407 -2.622
H47 -2.459 -0.825 -1.830
H48 -1.372 -2.443 -4.973
H49 0.835 -2.104 -6.000
H50 2.502 -0.668 -4.852
H51 2.014 0.256 -2.656

Atomic partial charges in e from the Löwdin method, atoms 1 to 6: 1.87, 0.12, -0.66, 0.12, 0.12, 0.57

---

- Which formula does entry 3 have?
  C45H50N8O4